(1)
{
  "formula": "H22O11",
  "method": "ωB97M-V with the def2-TZVPD basis set",
  "multiplicity": 1,
  "smiles": "O.O.O.O.O.O.O.O.O.O.O",
  "total_charge": 0,
  "homo_lumo_gap_ev": 9.171,
  "symbols": ["O", "O", "O", "O", "O", "O", "O", "O", "O", "O", "O", "H", "H", "H", "H", "H", "H", "H", "H", "H", "H", "H", "H", "H", "H", "H", "H", "H", "H", "H", "H", "H", "H"],
  "positions_angstrom": [[-3.57377, 2.05832, -1.99860], [2.78903, -0.98714, -1.29804], [2.61820, 1.83896, -2.92515], [0.53318, -2.19061, 3.62652], [-0.29289, -2.62800, 0.29356], [3.32437, -3.02601, -1.89531], [-3.03419, -0.78833, -0.16130], [-2.10940, -2.62813, -1.69679], [-1.06191, 4.51996, 1.03680], [0.72208, -0.20074, 1.16211], [0.83032, 2.48106, 2.57678], [-3.45672, 0.10026, 0.04007], [0.00419, 2.64166, 2.98884], [1.27190, 3.33336, 2.52538], [0.84313, -2.41577, 2.67718], [-3.68397, -1.41177, -0.45220], [0.19508, -1.33065, 3.50771], [-0.65977, 5.06948, 1.76153], [-3.64265, 1.35753, -1.39852], [0.07725, -1.76481, 0.00494], [0.05009, 0.38024, 0.87514], [-1.08808, -2.40881, 0.79477], [2.65857, -2.76697, -1.27336], [-1.27435, 3.80048, 1.52445], [-1.64725, -3.18357, -1.13031], [3.28318, 2.51521, -2.73967], [2.02251, 1.92469, -2.07711], [3.55219, -2.13451, -2.33048], [3.60803, -0.52801, -1.15115], [2.33244, -0.90050, -0.45214], [-3.03338, -2.65909, -1.40013], [-3.40405, 1.74397, -2.88554], [1.24664, 0.18822, 1.87001]]
}



(2)
{
  "formula": "H22O11",
  "method": "ωB97M-V with the def2-TZVPD basis set",
  "multiplicity": 1,
  "smiles": "O.O.O.O.O.O.O.O.O.O.O",
  "total_charge": 0,
  "homo_lumo_gap_ev": 10.922,
  "symbols": ["O", "O", "O", "O", "O", "O", "O", "O", "O", "O", "O", "H", "H", "H", "H", "H", "H", "H", "H", "H", "H", "H", "H", "H", "H", "H", "H", "H", "H", "H", "H", "H", "H"],
  "positions_angstrom": [[27.65400, 13.52600, 43.30400], [32.81700, 11.32600, 41.03600], [33.89700, 15.42700, 44.61600], [32.91900, 13.00400, 43.48500], [29.87100, 16.20000, 44.27700], [30.54400, 11.93100, 44.93900], [30.12400, 17.78500, 42.01900], [30.53200, 14.38600, 42.37800], [29.36700, 11.09400, 42.47300], [30.43300, 15.88500, 39.51900], [32.99100, 14.45500, 40.72100], [32.08200, 14.85400, 40.72100], [30.37100, 15.95700, 44.98000], [33.59800, 15.06400, 40.88700], [33.76900, 12.60700, 43.73400], [29.47200, 11.38300, 41.61800], [33.15500, 12.07500, 41.21000], [31.39400, 13.95700, 42.57900], [27.60000, 14.49600, 43.20100], [28.68900, 10.49700, 42.52100], [27.42100, 13.15300, 42.57500], [29.73400, 13.74100, 42.43000], [34.46600, 15.40600, 43.93500], [30.37400, 16.42300, 40.29200], [32.10900, 12.69200, 43.95900], [29.89800, 11.48000, 44.32200], [30.28200, 11.59100, 45.83800], [30.05400, 15.51000, 43.70700], [30.57000, 17.33600, 42.67000], [33.52500, 14.52800, 44.56600], [29.59600, 15.65300, 39.54000], [33.63200, 10.84000, 41.20200], [29.29300, 18.23900, 42.25100]]
}



(3)
{
  "formula": "H22O11",
  "method": "ωB97M-V with the def2-TZVPD basis set",
  "multiplicity": 1,
  "smiles": "O.O.O.O.O.O.O.O.O.O.O",
  "total_charge": 0,
  "homo_lumo_gap_ev": 9.210,
  "symbols": ["O", "O", "O", "O", "O", "O", "O", "O", "O", "O", "O", "H", "H", "H", "H", "H", "H", "H", "H", "H", "H", "H", "H", "H", "H", "H", "H", "H", "H", "H", "H", "H", "H"],
  "positions_angstrom": [[2.52672, -2.11630, -0.23635], [1.00931, -2.58129, -3.62144], [-2.11669, 3.41403, 1.27977], [2.15967, 3.78841, 1.18338], [-2.46446, -0.04828, 0.60411], [-3.13682, -1.19614, 2.98759], [1.23437, 2.35304, 0.57319], [0.50404, -2.81669, 3.54528], [-2.09007, -2.95596, -1.77547], [2.44347, 2.40878, -3.45568], [-0.11262, -0.12546, -0.81056], [-2.91986, 0.79457, 0.59171], [1.75387, -1.92048, -3.67463], [2.53614, 4.60569, 0.99115], [2.83733, 3.07904, 1.05038], [0.29565, -3.73589, 3.83428], [3.28627, 2.17707, -3.88826], [-3.23103, -0.63762, 0.38640], [-2.51533, 2.67839, 1.78570], [1.32193, -3.40558, -3.47937], [-0.30623, 0.48296, -1.49064], [1.86344, 2.07489, -4.24205], [0.39308, 0.33792, -0.13993], [1.89918, -1.49377, 0.05650], [-2.57209, -1.37535, 2.25057], [-3.86043, -0.63005, 2.57795], [-1.17977, -2.99145, -1.68162], [1.08963, 1.83888, -0.24568], [2.53135, -1.95616, -1.19376], [-1.78574, 4.01833, 1.91843], [-2.33045, -3.88689, -1.52655], [0.17910, -2.83225, 2.63011], [1.05879, 1.78457, 1.29869]]
}



(4)
{
  "formula": "H22O11",
  "method": "ωB97M-V with the def2-TZVPD basis set",
  "multiplicity": 1,
  "smiles": "O.O.O.O.O.O.O.O.O.O.O",
  "total_charge": 0,
  "homo_lumo_gap_ev": 10.215,
  "symbols": ["O", "O", "O", "O", "O", "O", "O", "O", "O", "O", "O", "H", "H", "H", "H", "H", "H", "H", "H", "H", "H", "H", "H", "H", "H", "H", "H", "H", "H", "H", "H", "H", "H"],
  "positions_angstrom": [[-0.57796, 4.09456, -0.67717], [4.40011, 2.05837, -1.65870], [-2.64358, -0.56348, -1.44674], [-5.07572, 1.63219, -1.43834], [4.49300, 1.47658, 1.40572], [-0.44572, 0.63283, 3.63510], [1.26125, -2.41838, -0.00704], [-3.68053, -0.13823, 1.17323], [-0.02204, -0.64158, 0.14147], [3.46906, -2.67464, -1.19233], [-1.47993, -3.42340, 0.14534], [1.83598, -3.02805, -0.48346], [0.40619, 0.18410, 3.67849], [-4.24219, -0.21146, 1.95308], [5.20904, 1.41728, 0.76324], [-1.44668, -4.27640, 0.59284], [3.68144, 1.54145, -2.03988], [3.71278, -2.78569, -2.11822], [4.73024, 2.23441, 1.95198], [-0.39170, 3.18909, -0.40435], [1.09576, -1.70975, -0.63906], [-2.79968, 0.01702, 1.53236], [-3.19454, -1.26558, -1.08273], [-0.55705, -3.15066, 0.09156], [3.32237, -1.72646, -1.10055], [-4.48240, 1.31292, -2.12757], [4.03972, 2.38230, -0.82553], [-4.60002, 1.45529, -0.61895], [-0.42292, 1.09824, 2.79138], [0.75052, -0.17367, 0.47793], [-1.53693, 4.16643, -0.61242], [-2.14358, -0.99717, -2.14739], [-0.54992, 0.04781, -0.27694]]
}



Respective ΔE to the lowest compared entry with this formula, charge and spin values: 450.6; 387.7; 604.5; 252.8 kJ/mol.